Below is a structure of composition C27H35N5O2P2Pb, with properties calculated with ωB97M-V/def2-TZVPD.

The calculation puts the LUMO energy (spin up / spin down) at -0.3558 / -0.3314 hartree. The spin multiplicity is 1. The value obtained for the highest occupied orbital energy (spin up / spin down) is -12.04 / -12.04 eV. The energy above the lowest of the compared OMol25 structures with the same formula, charge and spin is 0.0 kcal per mole. As for the total charge: +2. The value obtained for the total energy is -2348.781929 Ha.

```
72
C27H35N5O2P2Pb | the Open Molecules 2025 dataset | ωB97M-V/def2-TZVPD
Pb -1.551 3.226 5.278
C 2.581 0.403 4.845
C 2.183 1.003 3.725
C 1.523 0.394 2.527
C -0.002 0.164 2.591
C -0.513 -0.657 3.745
C 0.161 -1.465 4.573
C 1.557 -1.945 4.381
C 2.597 -1.077 5.131
C -1.891 1.456 6.556
H 3.081 1.002 5.614
H 2.337 2.083 3.624
H 2.050 -0.512 2.208
H 1.678 1.139 1.736
H -0.511 1.149 2.599
H -0.321 -0.294 1.636
H -1.589 -0.518 3.910
H -0.294 -1.758 5.533
H 1.816 -1.988 3.321
H 1.604 -2.962 4.802
H 2.487 -1.252 6.215
H 3.599 -1.462 4.877
H -1.432 1.626 7.545
H -1.468 0.535 6.122
H -2.993 1.402 6.638
P -1.883 -0.738 -2.252
P 0.516 1.375 -2.424
N -2.068 -2.448 -1.904
N -3.348 -0.671 -3.283
N 1.975 0.433 -2.105
N 1.355 2.704 -3.215
C -0.636 -0.910 -3.617
C 0.024 0.439 -3.958
C -1.878 -2.966 -0.611
C -1.918 -4.351 -0.677
C -2.129 -4.709 -2.052
C -2.201 -3.527 -2.783
C -4.438 0.153 -2.965
C -5.384 0.068 -3.980
C -4.861 -0.836 -4.963
C -3.615 -1.258 -4.519
C 2.330 0.093 -0.796
C 3.436 -0.738 -0.823
C 3.770 -0.942 -2.198
C 2.855 -0.229 -2.960
C 2.439 2.712 -4.102
C 2.553 3.979 -4.658
C 1.500 4.786 -4.107
C 0.782 3.989 -3.234
H -1.102 -1.325 -4.521
H 0.112 -1.640 -3.267
H 0.882 0.275 -4.629
H -0.692 1.091 -4.488
H -1.736 -2.292 0.221
H -1.808 -5.035 0.148
H -2.228 -5.698 -2.461
H -2.333 -3.379 -3.837
H -4.435 0.721 -2.048
H -6.331 0.588 -4.025
H -5.329 -1.139 -5.887
H -2.909 -1.919 -4.994
H 1.745 0.484 0.022
H 3.947 -1.149 0.040
H 4.579 -1.536 -2.593
H 2.765 -0.140 -4.032
H 3.039 1.836 -4.262
H 3.297 4.288 -5.374
H 1.299 5.822 -4.337
H -0.085 4.192 -2.624
O 1.327 2.591 7.339
N 0.316 3.064 6.842
O -0.185 4.196 7.217
```

Results of the Löwdin charge analysis, in e, for atoms 1 through 5: atom 1 (Pb): 1.406, atom 2 (C): -0.106, atom 3 (C): -0.110, atom 4 (C): -0.218, atom 5 (C): -0.186

Below is a structure of composition C62H64AsN4P2RuS, with properties calculated with ωB97M-V/def2-TZVPD.

The calculation puts the LUMO energy (spin up / spin down) at -0.1746 / -0.2641 hartree. The spin multiplicity is 6. The value obtained for the highest occupied orbital energy (spin up / spin down) is -12.05 / -12.27 eV. As for the total charge: +2. The value obtained for the total energy is -6030.952518 Ha.

```
135
C62H64AsN4P2RuS | the Open Molecules 2025 dataset | ωB97M-V/def2-TZVPD
Ru 0.576 -0.446 -0.710
C 2.320 1.295 0.756
N 2.271 -0.189 0.642
C 3.588 -0.681 0.175
C 1.930 -0.778 1.933
C 2.852 -0.836 2.961
C 2.540 -1.502 4.138
C 1.317 -2.151 4.262
C 0.377 -2.070 3.256
C 0.640 -1.317 2.096
N -0.233 -1.113 1.050
C -1.539 -1.585 1.087
C -2.325 -1.633 2.243
C -3.520 -2.328 2.240
C -3.908 -3.021 1.102
C -3.189 -2.880 -0.078
C -2.067 -2.076 -0.127
N -1.457 -1.685 -1.385
C -2.316 -0.694 -2.156
C -1.118 -2.838 -2.239
H 3.136 1.589 1.421
H 2.496 1.718 -0.236
H 1.369 1.658 1.162
H 4.383 -0.387 0.862
H 3.567 -1.765 0.088
H 3.794 -0.231 -0.794
H 3.823 -0.378 2.854
H 3.266 -1.546 4.936
H 1.100 -2.733 5.145
H -0.547 -2.617 3.351
H -1.998 -1.110 3.131
H -4.131 -2.349 3.130
H -4.802 -3.627 1.114
H -3.537 -3.365 -0.976
H -3.845 -0.509 -3.572
H -2.898 0.205 -0.326
H -1.685 -0.460 -3.023
H -1.999 -3.357 -2.619
H -0.522 -2.491 -3.083
H -0.525 -3.546 -1.662
C -0.474 -3.057 -7.499
S 1.186 -2.374 -7.663
C 0.830 -0.597 -7.644
C 1.123 0.088 -6.315
C 0.267 -0.487 -5.164
N 0.628 0.211 -3.970
P 1.708 -0.302 -2.792
C 3.111 0.788 -3.140
C 4.419 0.309 -3.170
C 5.465 1.175 -3.448
C 5.213 2.514 -3.701
C 3.909 2.994 -3.679
C 2.859 2.135 -3.402
C 2.306 -1.988 -3.072
C 2.240 -2.914 -2.033
C 2.668 -4.220 -2.210
C 3.165 -4.618 -3.444
C 3.239 -3.707 -4.489
C 2.826 -2.399 -4.300
P -0.951 1.375 -0.969
C -0.679 2.753 -2.074
C -1.173 2.838 -3.378
C -0.863 3.932 -4.164
C -0.077 4.961 -3.655
C 0.402 4.895 -2.356
C 0.109 3.791 -1.569
C -2.555 0.582 -1.305
C -3.607 1.557 -1.782
C -4.916 1.302 -1.771
C -5.481 -0.008 -1.471
C -4.895 -1.138 -1.866
C -3.664 -1.185 -2.728
H -0.366 -4.139 -7.447
H -1.084 -2.811 -8.365
H -0.969 -2.717 -6.590
H -0.210 -0.447 -7.935
H 1.445 -0.139 -8.419
H 0.907 1.155 -6.397
H 2.186 0.002 -6.076
H 0.390 -1.576 -5.108
H -0.779 -0.253 -5.403
H 4.627 -0.740 -2.993
H 6.478 0.800 -3.475
H 6.032 3.184 -3.925
H 3.710 4.035 -3.889
H 1.845 2.505 -3.406
H 1.841 -2.633 -1.050
H 2.614 -4.924 -1.391
H 3.498 -5.635 -3.590
H 3.620 -4.011 -5.453
H 2.909 -1.706 -5.125
H -1.785 2.047 -3.791
H -1.243 3.991 -5.174
H 0.147 5.821 -4.271
H 0.992 5.704 -1.950
H 0.457 3.759 -0.543
H -3.283 2.557 -2.042
H -5.599 2.108 -2.006
H -6.438 -0.052 -0.970
H -5.396 -2.072 -1.658
H -3.551 -2.175 -3.169
C -5.920 0.446 3.591
C -4.943 0.527 4.571
C -3.673 0.993 4.261
C -3.362 1.380 2.959
C -4.340 1.268 1.974
C -5.614 0.819 2.290
As -1.518 1.812 2.489
C -0.785 2.175 4.243
C 0.160 1.288 4.743
C 0.688 1.465 6.017
C 0.273 2.537 6.789
C -0.669 3.430 6.292
C -1.198 3.251 5.026
C -1.562 3.629 1.766
C -0.429 4.418 1.960
C -0.330 5.670 1.368
C -1.359 6.145 0.568
C -2.487 5.363 0.367
C -2.587 4.111 0.958
H -6.913 0.101 3.839
H -5.173 0.241 5.589
H -2.932 1.063 5.047
H -4.123 1.513 0.941
H -6.368 0.761 1.518
H 0.484 0.448 4.141
H 1.420 0.769 6.402
H 0.682 2.680 7.779
H -0.992 4.264 6.898
H -1.936 3.949 4.647
H 0.372 4.074 2.608
H 0.545 6.280 1.548
H -1.290 7.126 0.118
H -3.301 5.733 -0.242
H -3.489 3.535 0.801
```

Results of the Löwdin charge analysis, in e, for atoms 1 through 5: atom 1 (Ru): 0.895, atom 2 (C): -0.058, atom 3 (N): -0.299, atom 4 (C): -0.048, atom 5 (C): -0.196

Below is a structure of composition C3H9F2N3O4S2, with properties calculated with ωB97M-V/def2-TZVPD.

The calculation puts the LUMO energy at -0.0711 hartree. The spin multiplicity is 1. The value obtained for the highest occupied orbital energy is -8.55 eV. The energy above the lowest of the compared OMol25 structures with the same formula, charge and spin is 0.0 kcal per mole. The value obtained for the total energy is -1580.951169 Ha.

```
23
C3H9F2N3O4S2 | the Open Molecules 2025 dataset | ωB97M-V/def2-TZVPD
C -0.671 -0.723 -0.787
C -1.531 0.413 -1.271
N -1.104 1.298 -2.062
C -2.939 0.433 -0.684
N -3.572 -0.937 -0.909
H -1.194 -1.393 -0.096
H -0.257 -1.297 -1.619
H 0.187 -0.332 -0.236
H -1.786 2.031 -2.258
H -3.585 1.174 -1.148
H -2.907 0.577 0.395
H -4.100 -1.266 -0.101
H -2.820 -1.617 -1.074
H -4.196 -0.944 -1.715
N 3.606 0.783 0.909
S 3.800 1.140 2.454
O 4.718 0.281 3.123
O 2.592 1.524 3.110
F 4.577 2.484 2.211
S 2.878 -0.522 0.489
O 2.940 -0.686 -0.929
O 1.597 -0.737 1.105
F 3.766 -1.685 1.091
```

Results of the Löwdin charge analysis, in e, for atoms 1 through 5: atom 1 (C): -0.032, atom 2 (C): -0.410, atom 3 (N): 0.183, atom 4 (C): -0.070, atom 5 (N): 0.192

Below is a structure of composition C10H18F6N6O7ReS3, with properties calculated with ωB97M-V/def2-TZVPD.

The calculation puts the LUMO energy (spin up / spin down) at -0.2598 / -0.2687 hartree. The spin multiplicity is 4. The value obtained for the highest occupied orbital energy (spin up / spin down) is -14.38 / -14.56 eV. The energy above the lowest of the compared OMol25 structures with the same formula, charge and spin is 9.7 kcal per mole. As for the total charge: +2. The value obtained for the total energy is -3118.306914 Ha.

```
51
C10H18F6N6O7ReS3 | the Open Molecules 2025 dataset | ωB97M-V/def2-TZVPD
Re 0.185 -0.728 0.438
F -3.292 -2.024 0.386
C -3.498 -2.413 -0.829
F -4.126 -1.503 -1.522
F -4.056 -3.584 -0.820
S -1.775 -2.489 -1.560
O -1.298 -1.207 -1.045
O -1.565 -2.635 -2.946
N -1.060 -3.710 -0.750
S 0.008 -3.355 0.218
O 1.074 -2.451 -0.342
O -0.518 -2.530 1.374
C 0.769 -4.902 0.984
F 1.720 -4.490 1.764
F -0.156 -5.387 1.685
F 1.152 -5.734 0.014
O 3.508 -1.237 2.770
N 2.498 -1.583 2.492
O 1.618 -0.305 1.581
C -2.349 -0.382 3.473
S -1.260 0.843 2.852
C -2.338 2.281 2.667
O -1.017 0.459 1.366
H -2.795 0.085 4.331
H -1.876 -1.294 3.745
H -3.064 -0.556 2.691
H -2.498 2.617 3.697
H -3.398 2.075 2.258
H -1.827 3.096 2.122
C 1.087 2.082 0.212
N 0.801 0.826 -0.743
C 2.221 0.402 -1.321
N 2.744 1.505 -2.079
C 2.899 2.658 -1.184
N 1.623 3.091 -0.560
C 0.654 3.478 -1.651
N 0.516 2.344 -2.534
C -0.139 1.249 -1.853
C 1.767 1.952 -3.097
H 1.759 1.655 0.957
H 0.100 2.279 0.572
H 2.006 -0.461 -2.000
H 2.836 0.160 -0.429
H 3.224 3.483 -1.870
H 3.739 2.440 -0.568
H 1.119 4.282 -2.282
H -0.273 3.858 -1.262
H -0.284 0.348 -2.540
H -1.048 1.530 -1.380
H 2.279 2.756 -3.693
H 1.603 1.124 -3.789
```

Results of the Löwdin charge analysis, in e, for atoms 1 through 5: atom 1 (Re): 1.612, atom 2 (F): 0.183, atom 3 (C): -0.721, atom 4 (F): 0.220, atom 5 (F): 0.231

Below is a cluster of 2 separate species, C4H11NO in total, with properties calculated with ωB97M-V/def2-TZVPD.

The calculation puts the LUMO energy at 0.0315 hartree. The spin multiplicity is 1. The value obtained for the highest occupied orbital energy is -7.92 eV. As for the SMILES: CC/C=C/N.O. The energy above the lowest of the compared OMol25 structures with the same formula, charge and spin is 51.9 kcal per mole. The value obtained for the total energy is -288.934259 Ha.

```
17
C4H11NO | the Open Molecules 2025 dataset | ωB97M-V/def2-TZVPD
C -3.307 0.123 0.973
C -2.165 0.979 0.476
C -1.039 0.209 -0.230
C -0.539 0.773 -1.362
N 0.041 0.106 -2.437
H -3.546 -0.725 0.332
H -4.245 0.686 1.010
H -3.154 -0.305 1.972
H -2.667 1.402 -0.408
H -1.890 1.834 1.096
H -0.787 -0.738 0.237
H -0.692 1.838 -1.246
H 0.741 0.592 -3.000
H 0.587 -0.686 -2.082
O 5.664 -1.786 1.988
H 5.400 -1.229 1.282
H 6.583 -1.663 2.186
```

Results of the Löwdin charge analysis, in e, for atoms 1 through 5: atom 1 (C): -0.139, atom 2 (C): -0.288, atom 3 (C): -0.132, atom 4 (C): -0.244, atom 5 (N): 0.028

Below is the ion C9H11BrN with charge +1, with properties calculated with ωB97M-V/def2-TZVPD.

The calculation puts the LUMO energy (spin up / spin down) at -0.1979 / -0.1979 hartree. The spin multiplicity is 1. The value obtained for the highest occupied orbital energy (spin up / spin down) is -13.53 / -13.53 eV. As for the SMILES: C[N+](C)=C(Br)c1ccccc1. The energy above the lowest of the compared OMol25 structures with the same formula, charge and spin is 28.0 kcal per mole. As for the total charge: +1. The value obtained for the total energy is -2977.987395 Ha.

```
22
C9H11BrN | the Open Molecules 2025 dataset | ωB97M-V/def2-TZVPD
C -0.969 -0.034 -2.778
N -0.794 0.210 -1.334
C -0.540 1.581 -0.897
C -0.669 -1.036 -0.452
Br -1.441 -2.549 -1.143
C 0.015 -0.973 0.709
C -0.331 -1.898 1.711
C 0.363 -1.866 2.954
C 1.468 -1.033 3.006
C 1.920 -0.246 1.936
C 1.112 -0.163 0.766
H -0.621 -1.014 -3.091
H -0.290 0.724 -3.195
H -2.019 -0.063 -3.110
H 0.516 2.019 -0.998
H -0.875 1.729 0.128
H -1.276 2.197 -1.575
H -1.079 -2.611 1.582
H 0.142 -2.555 3.687
H 2.029 -1.023 3.923
H 2.814 0.308 2.076
H 1.282 0.408 -0.130
```

Results of the Löwdin charge analysis, in e, for atoms 1 through 5: atom 1 (C): -0.092, atom 2 (N): -0.184, atom 3 (C): -0.072, atom 4 (C): -0.501, atom 5 (Br): 1.040

Below is a cluster of 2 separate species, C6H12N in total, with properties calculated with ωB97M-V/def2-TZVPD.

The calculation puts the LUMO energy at -0.2481 hartree. The spin multiplicity is 1. The value obtained for the highest occupied orbital energy is -11.78 eV. The energy above the lowest of the compared OMol25 structures with the same formula, charge and spin is 134.2 kcal per mole. As for the total charge: +1. The value obtained for the total energy is -290.108108 Ha.

```
19
C6H12N | the Open Molecules 2025 dataset | ωB97M-V/def2-TZVPD
C -2.709 3.232 -0.727
C 0.375 -2.721 1.075
C 0.727 -1.612 0.369
C -0.367 -0.618 0.002
C 2.432 0.074 -0.338
C 1.974 -0.982 0.559
N -2.180 2.020 -0.746
H -3.771 3.310 -0.981
H -2.625 2.028 -1.717
H -0.649 -3.062 1.123
H 1.176 -3.336 1.476
H -1.318 -1.118 -0.175
H -0.227 -0.185 -0.993
H 1.833 0.990 -0.388
H 2.453 -0.346 -1.355
H 2.603 -1.265 1.402
H -1.976 4.041 -0.700
H 3.424 0.432 -0.070
H -0.514 0.200 0.699
```

Results of the Löwdin charge analysis, in e, for atoms 1 through 5: atom 1 (C): -0.098, atom 2 (C): 0.233, atom 3 (C): -0.286, atom 4 (C): -0.066, atom 5 (C): -0.021

Below is an isolated molecule of C3H4N2O, with properties calculated with ωB97M-V/def2-TZVPD.

The calculation puts the LUMO energy at 0.0375 hartree. The spin multiplicity is 1. The value obtained for the highest occupied orbital energy is -9.16 eV. As for the SMILES: On1cccn1. The energy above the lowest of the compared OMol25 structures with the same formula, charge and spin is 96.7 kcal per mole. The value obtained for the total energy is -301.333130 Ha.

```
10
C3H4N2O | the Open Molecules 2025 dataset | ωB97M-V/def2-TZVPD
O 0.814 -1.746 -1.200
N 0.166 -0.755 -0.373
C 0.582 -0.361 0.981
C -0.202 0.951 1.100
C -0.730 1.065 -0.167
N -0.533 0.056 -1.084
H 0.158 -1.939 -1.875
H 1.440 -0.776 1.400
H -0.453 1.659 1.868
H -1.242 1.846 -0.649
```

Results of the Löwdin charge analysis, in e, for atoms 1 through 5: atom 1 (O): 0.021, atom 2 (N): -0.228, atom 3 (C): 0.060, atom 4 (C): -0.039, atom 5 (C): -0.200